Entry 1:
DFT (the ωB97M-V functional and the def2-TZVPD basis) results for C20H39IOPdSi4 as an isolated structure at a distorted geometry.

```
66
Properties=species:S:1:pos:R:3:lowdin_charge:R:1
Pd -1.62 -0.58 -0.37 0.259
C -1.17 -0.65 1.60 -0.163
C -1.07 -0.59 2.82 -0.173
C -1.01 -0.54 4.25 -0.256
C -1.90 -1.27 5.05 -0.048
C -1.83 -1.21 6.43 -0.119
C -0.87 -0.43 7.07 -0.138
C 0.02 0.30 6.29 -0.116
C -0.04 0.24 4.90 -0.044
H -2.64 -1.88 4.56 0.111
H -2.53 -1.79 7.02 0.087
H -0.82 -0.39 8.15 0.080
H 0.78 0.91 6.76 0.088
H 0.66 0.81 4.30 0.090
I -3.37 -2.68 -1.21 -0.348
C -0.42 -1.64 -4.07 -0.230
Si 0.56 -0.22 -3.33 0.330
C -0.22 1.37 -3.93 -0.227
C 2.30 -0.32 -4.04 -0.227
Si 0.51 -0.34 -1.00 0.326
Si 1.73 -2.20 -0.31 0.321
C 1.64 -2.44 1.54 -0.225
C 1.02 -3.74 -1.11 -0.231
C 3.57 -2.13 -0.75 -0.229
Si 1.55 1.57 -0.17 0.331
C 3.31 1.87 -0.79 -0.227
C 0.53 3.07 -0.62 -0.217
C 1.67 1.51 1.70 -0.231
H -0.56 -1.48 -5.14 0.019
H -1.40 -1.71 -3.59 -0.024
H 0.08 -2.60 -3.91 0.011
H -0.48 1.28 -4.99 0.020
H 0.45 2.22 -3.80 0.012
H -1.12 1.55 -3.33 0.002
H 2.24 -0.26 -5.13 0.018
H 2.80 -1.25 -3.77 0.003
H 2.93 0.50 -3.68 0.004
H 0.62 -2.29 1.88 -0.008
H 2.27 -1.72 2.07 0.017
H 1.96 -3.45 1.80 0.021
H -0.07 -3.74 -1.02 -0.001
H 1.42 -4.64 -0.63 0.018
H 1.26 -3.78 -2.18 0.010
H 4.07 -1.30 -0.26 0.004
H 3.72 -2.01 -1.83 0.001
H 4.05 -3.06 -0.44 0.017
H 3.34 2.00 -1.88 0.005
H 3.98 1.04 -0.55 0.003
H 3.71 2.78 -0.32 0.017
H 0.69 3.36 -1.66 0.015
H 0.79 3.92 0.03 0.020
H -0.53 2.83 -0.51 0.003
H 2.45 0.82 2.03 0.022
H 0.72 1.15 2.11 -0.012
H 1.89 2.50 2.10 0.024
C -4.44 1.29 -2.23 -0.094
C -3.40 1.44 -1.12 -0.669
C -3.47 2.82 -0.46 -0.091
O -2.13 1.20 -1.59 -0.403
H -5.46 1.45 -1.87 0.061
H -4.37 0.28 -2.64 0.037
H -4.23 2.02 -3.02 0.066
H -3.70 0.72 -0.32 0.088
H -3.23 3.59 -1.20 0.068
H -2.73 2.87 0.34 0.061
H -4.46 3.03 -0.04 0.060
```

Calculated values
- HOMO energy (alpha / beta) (hartree) = -0.0380 / -0.0380
- multiplicity = 1
- net charge = -2
- E_tot (eV) = -66514.4237
- LUMO energy (alpha / beta) (eV) = 4.64 / 4.64
- relative energy (zero: lowest compared OMol25 entry of this formula, charge and spin) (kcal/mol) = 0.0
- Kohn-Sham gap (alpha / beta) (eV) = 5.7 / 5.7

***

Entry 2:
DFT (the ωB97M-V functional and the def2-TZVPD basis) results for C20H39MoNOP2Si as an isolated structure at a distorted geometry.

```
65
Properties=species:S:1:pos:R:3:lowdin_charge:R:1
Mo 1.15 0.05 -0.60 0.858
P 0.60 1.66 -2.43 0.681
P 1.18 -2.30 0.44 0.713
N 2.88 0.06 -0.85 -0.271
H -2.35 2.61 1.89 0.115
C 0.69 3.34 -1.64 -0.272
H 0.93 4.08 -2.43 0.043
H 1.48 3.33 -0.88 0.033
H -0.28 3.56 -1.16 0.026
C -0.91 1.70 -3.46 -0.255
H -0.74 2.38 -4.31 0.048
H -1.76 2.04 -2.85 0.026
H -1.10 0.68 -3.84 0.045
C 2.06 1.67 -3.53 -0.298
H 1.87 2.44 -4.29 0.041
H 2.19 0.68 -4.00 0.041
H 2.97 1.92 -2.96 0.037
C 1.34 -1.87 2.25 -0.295
H 1.14 -2.77 2.86 0.046
H 0.62 -1.08 2.52 0.017
H 2.36 -1.51 2.44 0.039
C -0.08 -3.65 0.50 -0.281
H 0.12 -4.31 1.36 0.053
H 0.00 -4.22 -0.44 0.044
H -1.09 -3.22 0.58 0.019
C 2.77 -3.20 0.17 -0.281
H 2.77 -4.13 0.77 0.050
H 3.62 -2.56 0.46 0.037
H 2.85 -3.46 -0.90 0.038
C 4.27 0.22 -0.98 -0.376
C 6.27 1.46 -0.46 -0.094
C 4.94 1.17 -0.19 -0.047
C 4.98 -0.54 -1.94 -0.051
C 6.30 -0.23 -2.19 -0.094
C 6.98 0.77 -1.46 -0.084
H 6.80 2.22 0.10 0.101
H 4.40 1.70 0.60 0.112
H 4.46 -1.33 -2.48 0.106
H 6.84 -0.76 -2.97 0.101
H 8.04 1.01 -1.67 0.105
C -3.52 1.55 0.54 -0.493
O -1.53 1.97 0.06 -0.261
C -4.66 2.54 0.81 -0.041
H -5.58 1.95 0.97 0.068
H -4.76 3.13 -0.12 0.078
H -4.40 3.19 1.68 0.084
C -3.54 0.99 -0.98 -0.035
H -4.39 0.29 -1.15 0.071
H -2.61 0.48 -1.26 0.050
H -3.65 1.85 -1.64 0.052
C -4.58 -0.23 3.72 -0.194
Si -3.45 -1.01 2.45 0.517
C -2.10 -2.02 3.30 -0.195
C -4.30 -2.28 1.33 -0.189
C -2.97 0.60 1.53 -0.057
C -2.23 1.85 1.16 -0.517
H -4.98 -0.85 4.53 0.026
H -5.41 0.25 3.19 0.026
H -4.00 0.59 4.16 0.033
H -2.50 -2.65 4.12 0.038
H -1.57 -2.71 2.64 -0.012
H -1.34 -1.39 3.77 0.017
H -4.93 -1.79 0.59 0.018
H -3.60 -2.90 0.76 0.011
H -4.96 -2.99 1.86 0.031
```

Calculated values
- HOMO energy (alpha / beta) (hartree) = -0.2090 / -0.2059
- multiplicity = 3
- net charge = 0
- E_tot (eV) = -53214.6132
- LUMO energy (alpha / beta) (eV) = -0.19 / -0.09
- relative energy (zero: lowest compared OMol25 entry of this formula, charge and spin) (kcal/mol) = 65.7
- Kohn-Sham gap (alpha / beta) (eV) = 5.5 / 5.5

***

Entry 3:
DFT (the ωB97M-V functional and the def2-TZVPD basis) results for a 3-piece molecular cluster, C20H39N4O9 overall.

```
72
Properties=species:S:1:pos:R:3:lowdin_charge:R:1
C -3.54 4.88 0.32 -0.107
C -2.05 5.20 0.25 -0.241
C -1.21 4.24 1.08 -0.188
N -1.14 2.89 0.46 0.063
C -1.34 1.78 1.23 -0.279
C -2.49 1.66 2.06 0.107
C -2.70 0.49 2.74 -0.093
C -3.93 0.33 3.60 -0.148
O -4.78 -0.67 3.09 -0.122
O -5.50 -0.02 2.01 0.005
C -1.76 -0.56 2.58 -0.097
C -1.89 -1.87 3.31 -0.087
C -1.01 -1.99 4.59 -0.149
C -0.94 -0.77 5.52 -0.185
C 0.48 -0.26 5.69 -0.274
N 0.93 0.35 4.43 0.011
N -0.73 -0.35 1.76 -0.025
C 0.27 -1.38 1.42 -0.076
C -0.12 -2.21 0.21 -0.203
O -0.71 -3.43 0.64 -0.051
N -0.49 0.78 1.11 0.197
H -4.14 5.67 -0.14 0.075
H -3.88 4.76 1.35 0.069
H -3.75 3.95 -0.22 0.073
H -1.71 5.11 -0.78 0.113
H -1.86 6.22 0.59 0.112
H -0.19 4.61 1.19 0.123
H -1.64 4.13 2.08 0.113
H -0.29 2.77 -0.08 0.140
H -3.20 2.47 2.12 0.126
H -4.46 1.28 3.64 0.137
H -3.68 0.04 4.62 0.138
H -6.25 -0.62 1.94 0.115
H -2.94 -1.99 3.58 0.116
H -1.65 -2.69 2.64 0.112
H 0.00 -2.26 4.30 0.099
H -1.41 -2.85 5.13 0.120
H -1.35 -1.03 6.50 0.117
H -1.55 0.07 5.15 0.090
H 0.56 0.42 6.55 0.112
H 1.13 -1.11 5.90 0.115
H 0.23 1.01 4.12 0.054
H 1.77 0.90 4.57 0.076
H 0.45 -1.99 2.29 0.115
H 1.19 -0.82 1.22 0.133
H -0.79 -1.64 -0.44 0.132
H 0.79 -2.40 -0.37 0.109
H -1.38 -3.71 0.01 0.101
C 5.17 -0.80 -3.84 -0.020
O 4.36 -0.90 -2.66 0.004
C 4.42 -2.08 -2.06 -0.626
O 5.05 -3.04 -2.41 0.137
O 3.64 -2.04 -0.96 -0.018
C 3.61 -3.26 -0.22 -0.045
H 5.01 0.20 -4.22 0.096
H 6.22 -0.95 -3.59 0.100
H 4.86 -1.53 -4.58 0.096
H 4.60 -3.53 0.14 0.102
H 3.21 -4.07 -0.82 0.102
H 2.95 -3.06 0.62 0.079
C 1.66 1.87 -8.22 -0.034
O 1.05 0.58 -8.18 0.007
C 1.78 -0.35 -7.56 -0.628
O 2.86 -0.19 -7.05 0.114
O 1.12 -1.51 -7.62 0.006
C 1.80 -2.61 -7.02 -0.035
H 0.96 2.51 -8.74 0.095
H 1.83 2.25 -7.21 0.095
H 2.61 1.83 -8.76 0.099
H 1.98 -2.42 -5.96 0.091
H 2.75 -2.79 -7.52 0.099
H 1.14 -3.46 -7.14 0.094
```

Calculated values
- HOMO energy (hartree) = -0.4560
- multiplicity = 1
- net charge = +1
- E_tot (eV) = -45751.4679
- LUMO energy (eV) = -3.84
- relative energy (zero: lowest compared OMol25 entry of this formula, charge and spin) (kcal/mol) = 0.0
- Kohn-Sham gap (eV) = 8.6